Molecular formula: H28O14
Method: DFT, the ωB97M-V functional and the def2-TZVPD basis

Computed properties:
Multiplicity: 1
DFT total energy in Ha: -1070.03392
HOMO in Eh: -0.3391
Orbital gap in eV: 8.54
Energy relative to the best compared isomer or geometry (same formula, charge and spin) in eV: 4.546

```
42
H28O14 | OMol25 | the ωB97M-V functional and the def2-TZVPD basis
O 32.301 3.323 23.782
H 32.724 3.884 24.410
H 32.444 2.320 24.024
O 36.778 2.655 24.810
H 36.702 2.055 24.021
H 36.081 2.408 25.371
O 30.474 0.393 24.405
H 31.155 -0.232 24.764
H 30.662 0.379 23.499
O 32.307 -1.011 25.083
H 32.039 -1.815 25.468
H 33.170 -0.892 25.505
O 34.559 1.414 26.266
H 34.189 1.193 25.276
H 35.173 0.770 26.623
O 33.101 0.325 21.046
H 33.674 0.861 20.458
H 33.003 -0.451 20.434
O 33.895 0.895 23.690
H 33.519 0.108 23.272
H 34.391 1.280 22.980
O 34.000 3.356 21.662
H 34.629 3.821 22.183
H 33.279 3.334 22.437
O 32.022 -2.856 23.030
H 32.285 -2.446 23.785
H 32.266 -2.181 22.508
O 30.539 0.322 21.829
H 30.304 -0.469 21.432
H 31.618 0.218 21.598
O 36.307 1.209 22.357
H 36.957 1.125 21.623
H 36.455 0.419 22.765
O 34.970 -1.808 25.235
H 35.428 -1.112 25.537
H 35.137 -1.842 24.157
O 34.568 1.439 19.743
H 34.638 2.109 20.362
H 34.648 1.940 18.904
O 35.600 -1.662 22.340
H 35.876 -1.637 21.424
H 35.354 -2.546 22.344
```